DFT (wB97M-V/def2-TZVPD) results for a 2-piece molecular cluster, C5H9N3S2 overall in a non-equilibrium geometry.

Geometry as XYZ:
```
19
C5H9N3S2 wB97M-V/def2-TZVPD
C 0.42433 2.65523 -0.19492
C 0.61376 1.78604 1.71681
C -1.20716 -0.96931 -1.22326
C -0.08103 -1.77959 1.18259
C 1.86448 -0.21397 0.93513
N 0.09665 2.83149 1.10467
N 0.97809 1.47907 -0.45501
N 1.17286 0.99033 0.78042
S 2.86853 -0.77129 -0.33343
S -1.28266 -0.74943 0.61615
H 0.01500 3.37245 -0.84692
H 0.52606 1.59217 2.84816
H -2.11675 -1.20612 -1.72196
H -0.46096 -1.75975 -1.55623
H -0.86453 -0.08940 -1.65148
H 0.17659 -2.78854 0.68217
H -0.03624 -1.58596 2.29714
H 2.29876 -0.31102 1.97939
H 1.80602 -0.83972 -1.17694
```

E in eV: -31466.686
Net charge: 0
Frontier orbital gap (alpha / beta) in eV: 6.90 / 8.54
Multiplicity: 3

=====

DFT (wB97M-V/def2-TZVPD) results for C31H46N8O2S2SeV as an isolated structure in a non-equilibrium geometry.

Geometry as XYZ:
```
91
C31H46N8O2S2SeV wB97M-V/def2-TZVPD
V -2.89151 1.48337 -0.57834
N -2.42904 5.52784 -0.42052
C -2.52119 4.24167 -0.84503
S -4.08778 3.49686 -0.71038
N -1.50353 3.66864 -1.39877
N -1.71851 2.36385 -1.74272
C -1.11621 1.94461 -2.81402
C -1.31472 0.63896 -3.34402
C -0.69405 0.27584 -4.54915
C -0.92915 -0.94210 -5.14538
C -1.78714 -1.84976 -4.53027
C -2.38832 -1.53782 -3.33476
C -2.20041 -0.28899 -2.71190
O -2.85851 -0.02621 -1.62756
H -3.18175 5.87615 0.14813
H -1.50942 5.91314 -0.29792
H -0.47996 2.63611 -3.37081
H -0.04606 0.99950 -5.02476
H -0.46784 -1.18903 -6.09014
H -2.00962 -2.79531 -5.00415
H -3.04504 -2.24611 -2.84847
C -3.80499 1.29269 5.19089
C -4.47661 2.17398 4.13799
C -4.60695 1.44893 2.85183
N -3.87358 1.65375 1.82852
N -4.11563 0.86124 0.79209
C -5.07381 -0.00137 0.99491
N -5.55052 -0.84889 0.04787
S -5.76771 0.13136 2.60694
H -3.65405 1.84592 6.11373
H -2.83586 0.95044 4.83406
H -4.42570 0.42433 5.39838
H -3.86996 3.06077 3.94813
H -5.46445 2.48166 4.48743
H -4.96470 -0.90328 -0.77819
H -5.98553 -1.70428 0.35492
C -2.25362 -1.81869 1.49149
C -1.39867 -0.88736 2.33571
O -1.43631 0.41838 1.80418
C -0.57379 1.30056 2.48822
C -0.67955 2.66970 1.84114
H -1.97358 -2.85454 1.67156
H -2.09886 -1.57712 0.43985
H -3.30755 -1.69712 1.72806
H -0.35430 -1.23154 2.33432
H -1.75097 -0.87486 3.38099
H 0.46066 0.91996 2.43056
H -0.85666 1.35302 3.55482
H -0.40310 2.58480 0.78706
H -0.01643 3.37953 2.33130
H -1.71264 3.01423 1.91282
C 2.26583 3.01721 -1.40006
C 3.48217 2.10782 -1.52248
C 3.54790 1.37021 -2.86102
C 2.51898 0.24383 -2.99360
N 2.77922 -0.83242 -2.07490
C 2.03071 -1.12573 -0.97805
Se 0.54094 -0.26151 -0.42196
N 2.59155 -2.20277 -0.35937
C 2.15187 -2.78931 0.87789
C 2.96358 -2.23673 2.05466
C 2.81372 -3.06115 3.33333
C 1.45083 -2.90489 3.99764
C 3.72302 -2.57501 -1.04399
C 4.65508 -3.57249 -0.81354
C 5.70114 -3.68264 -1.71441
C 5.80489 -2.83902 -2.81468
C 4.87269 -1.84283 -3.05655
C 3.83553 -1.70892 -2.14684
H 2.31686 3.58920 -0.47592
H 1.34771 2.43521 -1.38114
H 2.21447 3.71605 -2.23292
H 3.46941 1.38117 -0.70502
H 4.39243 2.70540 -1.42013
H 4.54917 0.94834 -2.98208
H 3.37643 2.07950 -3.67337
H 2.53433 -0.16268 -4.01086
H 1.51476 0.61562 -2.78141
H 2.27139 -3.87382 0.80077
H 1.09134 -2.55756 0.99679
H 2.65559 -1.20404 2.23652
H 4.01757 -2.22537 1.76351
H 3.58527 -2.74506 4.03864
H 2.98975 -4.11478 3.10270
H 1.28856 -1.86895 4.29022
H 1.39811 -3.52351 4.89022
H 0.65017 -3.20642 3.32739
H 4.57536 -4.23697 0.03208
H 6.45087 -4.44293 -1.55796
H 6.63247 -2.96146 -3.49641
H 4.95350 -1.20799 -3.92433
```

E in eV: -161615.571
Net charge: 0
Frontier orbital gap (alpha / beta) in eV: 6.25 / 7.47
Multiplicity: 4

=====

DFT (wB97M-V/def2-TZVPD) results for one molecule with the formula C6H12BrN in a non-equilibrium geometry.

Geometry as XYZ:
```
20
C6H12BrN wB97M-V/def2-TZVPD
H -3.04862 -1.71670 1.18603
N -2.11686 -1.27980 1.33369
C -1.78017 -0.39388 0.49767
C -0.45143 0.34988 0.61790
C 0.52124 -0.46061 1.57025
Br -0.82793 1.99055 1.60617
C 0.12412 0.51423 -0.79769
C 0.43576 -0.87745 -1.35865
C 1.34518 1.37981 -0.83931
H -2.30774 -0.03909 -0.46929
H 1.50283 0.03136 1.67458
H 0.77118 -1.48139 1.32219
H -0.09535 -0.42948 2.54700
H -0.58050 1.04125 -1.43003
H 1.17553 -1.42432 -0.79242
H -0.56370 -1.48025 -1.45673
H 0.78065 -0.58911 -2.34439
H 2.30103 0.93154 -0.70569
H 1.40668 2.26264 -0.32089
H 1.40811 1.67083 -1.84038
```

E in eV: -77948.125
Net charge: 0
Frontier orbital gap in eV: 10.67

=====

DFT (wB97M-V/def2-TZVPD) results for a 2-piece molecular cluster, C3HF3I2O overall in a non-equilibrium geometry.

Geometry as XYZ:
```
10
C3HF3I2O wB97M-V/def2-TZVPD
C -0.30238 1.05346 1.85556
C -0.41101 0.25582 -0.58057
C 0.27896 2.42049 1.94918
O -0.78867 0.35477 2.66685
F 0.35974 1.11510 -1.23114
F 0.98924 2.62829 3.06755
F 1.06962 2.74383 0.93207
I -2.44268 0.34154 -1.04512
I -1.49820 3.71632 1.90864
H 0.02254 -0.72864 -0.48946
```

E in eV: -29524.404
Net charge: 0
Frontier orbital gap (alpha / beta) in eV: 7.78 / 7.52

=====

DFT (wB97M-V/def2-TZVPD) results for C43H42Cl2F6Ga as an isolated structure.

Geometry as XYZ:
```
94
C43H42Cl2F6Ga wB97M-V/def2-TZVPD
C -4.27741 0.15068 0.81653
C -3.73140 -1.08602 0.18610
Cl -4.33476 -1.33043 -1.44673
C -2.87297 -1.97310 0.67852
Cl -2.30948 -1.61750 2.32797
Ga -2.14578 -3.65439 -0.29828
C -0.68639 -2.94724 -1.55818
C 0.58733 -2.63466 -0.84162
C 1.76627 -3.35654 -1.01662
C 2.91868 -3.05089 -0.29570
C 2.91532 -2.00010 0.61944
C 4.14933 -1.65175 1.42457
C 1.75559 -1.24464 0.78720
C 0.61219 -1.56029 0.06359
C -1.52392 -5.09015 1.02594
C -0.13587 -5.67417 0.75989
F -1.55775 -4.70118 2.39509
H -4.12973 0.15350 1.89170
H -3.80049 1.04697 0.42652
H -5.34500 0.18937 0.64086
H -3.32061 -4.30075 -1.18564
H -1.08233 -2.00984 -1.95288
H -0.51470 -3.58709 -2.42336
H 1.77411 -4.17166 -1.72817
H 3.83295 -3.61013 -0.42698
H 4.66243 -0.84286 0.90785
H 4.84602 -2.48571 1.47451
H 3.88460 -1.34826 2.43170
H 1.72355 -0.41742 1.48259
H -0.27793 -0.96442 0.20962
H -2.23455 -5.91415 0.94699
H 0.60377 -5.23887 1.42563
H -0.13698 -6.74467 0.98391
H 0.16895 -5.53175 -0.27159
F 4.51617 1.61924 1.17789
C 5.12695 2.15315 0.10763
C 6.49023 2.36968 0.14259
C 7.10807 2.91448 -0.97478
C 6.36123 3.23686 -2.10037
C 4.99113 3.00975 -2.11043
C 4.36541 2.46124 -1.00170
H 7.05183 2.11453 1.03135
H 8.17638 3.08552 -0.96614
H 6.84628 3.66230 -2.96902
H 4.40692 3.26225 -2.98558
H 3.30097 2.26690 -0.99126
F -6.41105 2.29157 0.79611
C -7.10385 2.53365 1.92152
C -7.58042 3.80638 2.16599
C -8.28420 4.04101 3.33954
C -8.49253 3.01177 4.24866
C -8.00431 1.73934 3.97956
C -7.30858 1.49363 2.80649
H -7.39623 4.59581 1.44952
H -8.66707 5.03206 3.54542
H -9.03432 3.20110 5.16634
H -8.16023 0.93813 4.68475
H -6.92097 0.51003 2.57672
F -6.84161 0.53032 6.56377
C -5.52182 0.76532 6.73165
C -4.64089 -0.29431 6.66394
C -3.28583 -0.04554 6.82264
C -2.83560 1.24726 7.05403
C -3.74199 2.29645 7.12117
C -5.09877 2.05953 6.95398
H -5.01312 -1.29386 6.48370
H -2.58078 -0.86302 6.76062
H -1.77769 1.43641 7.17727
H -3.39272 3.30445 7.30092
H -5.82216 2.86338 6.99003
F 4.67527 -5.10787 -2.17951
C 5.18434 -4.43864 -3.22860
C 5.44070 -3.08766 -3.09775
C 5.96837 -2.40159 -4.18122
C 6.22381 -3.06570 -5.37413
C 5.95356 -4.42281 -5.48330
C 5.43252 -5.12069 -4.40307
H 5.22316 -2.58774 -2.16325
H 6.17834 -1.34389 -4.09330
H 6.63141 -2.52466 -6.21805
H 6.14679 -4.94139 -6.41305
H 5.21936 -6.17951 -4.46425
F 3.94011 4.96290 -5.68786
C 2.59525 4.85966 -5.62919
C 2.03276 3.65693 -5.25412
C 0.65099 3.55368 -5.18879
C -0.14464 4.64605 -5.50667
C 0.44308 5.84542 -5.88563
C 1.82482 5.96016 -5.94499
H 2.67017 2.81500 -5.01702
H 0.19645 2.61948 -4.88829
H -1.22182 4.56174 -5.45718
H -0.17569 6.69671 -6.13599
H 2.30301 6.88773 -6.23027
```

E in eV: -138998.678
Net charge: -1
Frontier orbital gap in eV: 6.56

=====

DFT (wB97M-V/def2-TZVPD) results for one molecule with the formula C2H7NOSi in a non-equilibrium geometry.

Geometry as XYZ:
```
12
C2H7NOSi wB97M-V/def2-TZVPD
Si -1.99501 0.15191 -0.15564
O -0.67910 -0.68665 -0.36000
N 0.60247 -0.06866 -0.81520
C 1.74306 -0.77609 -0.09711
C 1.12368 0.43924 0.41030
H -2.38525 1.07113 -1.31545
H -3.04361 -0.82590 0.11049
H -1.76664 1.00895 1.02948
H 2.62292 -0.44304 -0.55482
H 1.75826 -1.79931 0.27748
H 0.22788 0.61529 1.05904
H 1.79133 1.31314 0.41144
```

E in eV: -13599.275
Net charge: 0
Frontier orbital gap in eV: 10.87

=====

DFT (wB97M-V/def2-TZVPD) results for C17H46N3O8Zn as an isolated structure in a non-equilibrium geometry.

Geometry as XYZ:
```
75
C17H46N3O8Zn wB97M-V/def2-TZVPD
Zn -2.55551 2.01842 -0.20189
O 0.61297 -0.19386 -0.55551
C -0.38315 0.65320 -0.52147
O -1.36610 0.47822 -1.25120
O -0.50996 1.66829 0.18107
H 0.29684 -0.57636 -1.37732
C 4.91799 -1.80207 -2.59588
C 3.68428 -2.44489 -1.99368
C 4.07387 -3.10093 -0.61295
O 2.56558 -1.67117 -1.87714
H 5.81279 -1.45083 -2.08201
H 4.57744 -0.91670 -3.13277
H 5.26995 -2.44861 -3.39975
H 3.39225 -3.34236 -2.53900
H 3.37915 -3.85474 -0.24245
H 4.26364 -2.39427 0.19497
H 4.97640 -3.71129 -0.64439
H 2.67917 -1.00014 -1.20007
C 1.21617 -5.59207 -0.21888
C 0.24675 -4.55186 0.21853
C 0.76179 -3.73888 1.48777
O -0.09067 -2.58776 1.71633
C 0.05340 -1.89102 2.87767
N -0.10388 -3.65861 -0.89524
H 0.70635 -6.36751 -0.79065
H 1.68568 -6.05614 0.64846
H 1.93089 -5.21675 -0.95128
H -0.69343 -5.02815 0.49657
H 1.76133 -3.35043 1.29251
H 0.68051 -4.34213 2.39197
H 0.10259 -2.66276 3.64585
H -0.83225 -1.26671 2.99572
H 0.96673 -1.29610 2.87876
H 0.66636 -3.04731 -1.12577
H -0.80961 -2.98687 -0.62917
C -5.68221 1.92596 -3.11156
C -4.28385 1.88126 -2.56175
C -3.46692 3.17693 -2.81116
O -2.32727 3.22637 -1.87451
C -1.48047 4.31140 -2.05960
N -4.37792 1.74787 -1.10595
H -6.41664 1.50506 -2.42486
H -5.73699 1.34629 -4.03301
H -5.96904 2.96073 -3.29885
H -3.74615 0.99362 -2.89503
H -4.03511 4.09183 -2.64319
H -3.02841 3.27469 -3.80425
H -1.91321 5.25767 -1.73492
H -1.09116 4.41134 -3.07278
H -0.51250 4.18933 -1.57355
H -5.13786 2.40740 -1.01866
H -4.85971 0.89774 -0.85051
C 1.94177 1.30047 2.78069
C 0.79701 2.15936 3.49772
C 1.29314 2.90092 4.64630
O 0.39268 3.94892 5.18566
C 0.83577 4.57369 6.42967
N 0.16576 3.09200 2.60115
H 2.67153 1.94683 2.29306
H 1.50342 0.57525 2.09514
H 2.50899 0.76211 3.54001
H 0.09612 1.39485 3.83296
H 2.19676 3.43525 4.35293
H 1.51936 2.22784 5.47327
H 0.01034 5.17963 6.80329
H 1.72432 5.17667 6.24257
H 0.87665 3.85815 7.25091
H -0.10226 2.44122 1.87676
H 0.86355 3.53752 2.02262
C -1.42751 -1.71191 -3.90981
O -1.91008 -0.37772 -3.89436
H -0.36372 -1.71446 -3.67225
H -1.82991 -2.18822 -3.01576
H -1.77532 -2.27889 -4.77333
H -1.85926 -0.11386 -2.97274
```

E in eV: -87634.080
Net charge: +1
Frontier orbital gap in eV: 6.51

=====

DFT (wB97M-V/def2-TZVPD) results for one molecule with the formula C7H15ClN3O5PS in a non-equilibrium geometry.

Geometry as XYZ:
```
33
C7H15ClN3O5PS wB97M-V/def2-TZVPD
H 4.51515 -0.78257 1.38421
N 4.30507 0.21026 1.06974
C 3.40553 0.02634 0.03239
N 2.79633 1.24751 -0.68914
N 2.90348 -1.32716 -0.45728
C 1.97934 -1.99030 0.53945
C 0.56820 -1.20121 0.81464
C -0.74642 -1.87237 0.08273
C -2.13053 -1.00740 0.23299
C -2.00920 0.57464 -0.19795
P -1.24508 0.97640 -1.94406
O 0.29977 0.19968 -2.14956
Cl -2.58728 0.02085 -3.34887
C -1.50839 1.54424 1.06991
O -2.52478 2.53763 1.54942
S -3.41118 2.77380 0.07748
O -2.55343 3.77863 -0.73741
O -4.77388 3.50450 0.16118
O -3.39739 1.10465 -0.40697
H 3.52255 1.97019 -0.87980
H 2.01755 1.60830 -0.09073
H 3.73029 -1.93099 -0.68937
H 2.54419 -2.11994 1.55887
H 1.78223 -3.09659 0.13533
H 0.64852 -0.10187 0.42185
H 0.32373 -1.17694 1.97262
H -0.42404 -2.09085 -1.03534
H -0.90247 -2.93449 0.60492
H -2.53909 -1.18484 1.32201
H -2.91207 -1.49527 -0.52521
H 0.23035 -0.45941 -2.91648
H -1.51589 0.78895 1.99209
H -0.39118 1.90560 1.04634
```

E in eV: -54849.748
Net charge: 0
Frontier orbital gap in eV: 8.91